The following is a quantum chemistry calculation of C8H8ClN3O4S2Ti as an isolated structure, from OMol25.

Calculated values
E_HOMO (alpha / beta), eV: -7.154 / -8.420
Frontier orbital gap (alpha / beta), eV: 6.45 / 7.19
Spin multiplicity: 3
LUMO (alpha / beta), eV: -0.7 / -1.2

Geometry (Å):
Ti 0.4954 -0.9429 -0.0958
C -4.4441 -2.7077 0.5630
S -4.0468 -1.6118 -0.8052
C -2.4903 -0.9437 -0.3537
S -1.5723 -1.6112 0.9775
N -2.1116 0.0377 -1.1203
N -0.8301 0.4008 -0.8121
C -0.4813 1.6566 -0.8665
C 0.7244 1.9810 -0.1615
C 1.2445 3.2770 -0.0719
C 2.3324 3.5120 0.7356
C 2.8895 2.4573 1.4627
C 2.3368 1.2053 1.3307
N 1.2897 0.9559 0.5315
H -5.3832 -3.1815 0.2795
H -4.5869 -2.1615 1.4923
H -3.6840 -3.4731 0.6917
H -1.1152 2.4201 -1.3021
H 0.7812 4.0750 -0.6359
H 2.7494 4.5069 0.8144
H 3.7341 2.6133 2.1174
H 2.7360 0.3528 1.8669
O 2.1907 -2.5984 0.0729
Cl 1.9287 -2.6229 -1.3682
O 2.7345 -3.5165 -2.0800
O 2.0801 -1.2173 -1.7752
O 0.4982 -2.8632 -1.4876

=====

The following is a quantum chemistry calculation of a 2-piece molecular cluster, C8H8ClOP overall at a distorted geometry, from OMol25.

Calculated values
E_HOMO (alpha / beta), eV: -9.078 / -9.077
Frontier orbital gap (alpha / beta), eV: 7.12 / 7.11
Spin multiplicity: 1
LUMO (alpha / beta), eV: -2.0 / -2.0
Energy relative to the best compared isomer or geometry (same formula, charge and spin), kJ/mol: 241.3

Geometry (Å):
C 2.7011 0.5569 0.7551
C 2.1480 -0.1771 1.7439
C 1.9515 0.9368 -0.3575
C 0.8402 -0.6245 1.7052
C 0.6214 0.6398 -0.3621
C 0.1135 -0.2301 0.5937
C -2.3040 0.2855 -2.0724
C -2.1252 -0.8376 -1.4360
O -1.7475 -2.2214 0.9517
P -1.4857 -0.9407 0.3141
Cl -2.5719 1.6030 1.7090
H 3.7264 0.9245 0.8376
H 2.7216 -0.4708 2.5174
H 2.2580 1.5613 -1.1660
H 0.4969 -1.4599 2.3370
H -0.0613 0.7968 -1.3211
H -2.7236 0.0983 -3.0998
H -2.2046 1.2678 -1.7171
H -2.3547 -1.7087 -1.9327

=====

The following is a quantum chemistry calculation of C8H8F13GaOP as an isolated structure at a distorted geometry, from OMol25.

Calculated values
Charge: -1
E_HOMO, eV: -4.722
Frontier orbital gap, eV: 7.32
Spin multiplicity: 1
LUMO, eV: 2.6

Geometry (Å):
O 6.6909 0.3534 0.9601
P 5.7207 0.1661 -0.1881
Ga 3.9271 -1.2912 0.3595
C 2.2522 -0.1480 0.7405
C 1.5585 0.1195 -0.5870
C 0.3847 1.0716 -0.5726
F 0.8132 2.3583 -0.4361
F -0.2799 1.0218 -1.7699
C -0.6598 0.8473 0.5530
F -0.2290 1.4738 1.6685
F -0.8120 -0.4580 0.8433
C -2.0824 1.4159 0.2434
F -2.6771 1.7631 1.4107
F -1.9839 2.5349 -0.5051
C -3.0238 0.4104 -0.4954
F -2.3114 -0.4407 -1.2631
F -3.8351 1.1176 -1.3160
C -3.9519 -0.4053 0.4505
F -5.0235 0.3582 0.7541
F -3.3305 -0.7509 1.5859
C -4.4803 -1.7149 -0.2060
F -3.5214 -2.6656 -0.1737
F -5.5348 -2.1523 0.5193
F -4.8776 -1.5216 -1.4722
H 6.4301 -0.2779 -1.3455
H 5.2358 1.4283 -0.6525
H 4.2946 -2.2944 1.5332
H 3.5821 -2.1286 -0.9895
H 1.6481 -0.7442 1.4130
H 2.5369 0.7704 1.2438
H 1.2615 -0.8110 -1.0565
H 2.2779 0.5941 -1.2496

=====

The following is a quantum chemistry calculation of a 2-piece molecular cluster, C8H8F2N2OS overall at a distorted geometry, from OMol25.

Calculated values
E_HOMO (alpha / beta), eV: -6.090 / -6.088
Frontier orbital gap (alpha / beta), eV: 5.81 / 5.81
Spin multiplicity: 1
LUMO (alpha / beta), eV: -0.3 / -0.3
Energy relative to the best compared isomer or geometry (same formula, charge and spin), kJ/mol: 127.9

Geometry (Å):
C 0.8863 -0.5801 -1.0018
C 2.1830 -0.0393 -0.9286
C 1.4986 1.9109 0.4652
C -0.1089 0.2494 -0.3775
C 0.2289 1.4527 0.3373
C 2.4787 1.0882 -0.1587
C -1.9472 1.3161 0.1981
C -2.1564 -2.0728 -0.1056
N -0.9738 2.1558 0.6034
N -1.4677 0.1974 -0.4034
O -2.0984 -0.9065 -0.9504
F 3.6939 1.5856 -0.0113
F -3.2141 1.6139 0.3255
S 1.4342 -2.6957 0.5545
H 0.5359 -1.4471 -1.5407
H 3.1003 -0.4347 -1.3760
H 1.8654 2.7653 0.8866
H -2.8845 -1.8373 0.7087
H -1.1163 -2.3128 0.3147
H -2.5274 -2.8222 -0.7098
H -1.2989 2.8889 1.3554
H 1.8885 -2.0755 1.8145

=====

The following is a quantum chemistry calculation of a 3-piece molecular cluster, C8H8F4N2 overall at a distorted geometry, from OMol25.

Calculated values
E_HOMO, eV: -8.683
Frontier orbital gap, eV: 9.30
Spin multiplicity: 1
LUMO, eV: 0.6
Energy relative to the best compared isomer or geometry (same formula, charge and spin), kJ/mol: 266.4

Geometry (Å):
C -0.7449 0.8303 0.9176
C -0.5260 0.6425 -0.3441
C -1.3344 -1.5004 1.2544
C -1.0761 -0.2140 1.7245
C -0.7435 -0.6091 -0.9085
C -1.2064 -1.5757 -0.1159
C -1.9088 -2.6390 2.0474
C 1.6024 2.3406 -1.9084
N 2.4111 1.2321 -1.8789
N 0.4330 2.3398 -2.2208
F -1.2144 0.0218 3.0506
F -0.5084 -0.7170 -2.1714
F -1.4694 -2.8200 -0.5907
F 2.2337 3.4159 -1.4256
H -0.7882 1.9074 1.4051
H -1.3676 -2.7995 2.9939
H -2.9224 -2.6976 2.1959
H -1.7188 -3.6174 1.5220
H 2.1275 0.2350 -1.9692
H 3.3673 1.3740 -1.7508
H 0.0948 3.3055 -2.1353
H -0.2828 2.0380 -0.9656

=====

The following is a quantum chemistry calculation of one molecule with the formula C8H8FNO at a distorted geometry, from OMol25.

Calculated values
SMILES: O=NCc1ccccc1CF
E_HOMO, eV: -9.027
Frontier orbital gap, eV: 9.03
Spin multiplicity: 1
LUMO, eV: 0.0
Energy relative to the best compared isomer or geometry (same formula, charge and spin), kJ/mol: 348.5

Geometry (Å):
C -2.4710 0.2590 -0.4216
C -2.0135 1.3245 0.3316
C -1.6698 -0.8109 -0.6395
C -0.6703 1.4845 0.5116
C -0.2945 -0.7749 -0.3162
C 0.2249 0.4659 0.1751
C 0.7382 -1.8982 -0.5440
C 1.6660 0.6694 0.6293
N 2.5158 0.5932 -0.5901
O 3.5793 1.0992 -0.5692
F 1.2869 -2.3409 0.6462
H -3.5521 0.0121 -0.4649
H -2.6133 2.1959 0.5223
H -2.0514 -1.7346 -0.9113
H -0.1414 2.1813 1.1866
H 1.5974 -1.3575 -1.0937
H 0.2663 -2.7827 -0.9743
H 1.6493 1.6155 1.2821
H 1.9533 -0.2009 1.2400